(1)
Below is a molecular structure, C15H19AsFN2O6PtS5, with properties calculated with ωB97M-V with the def2-TZVPD basis set.

Geometry as ORCA input:
```
! RIJCOSX wB97M-V def2-TZVPD def2/J DEFGRID3
* xyz 1 5
Pt -0.26471 0.13079 0.45589
C -1.91983 -0.19038 3.41150
O -2.81167 -0.42038 2.29638
C -2.36029 -0.31527 1.08060
O -2.97999 -0.48373 0.07357
H -2.15359 -0.95892 4.14152
H -2.13371 0.79956 3.80798
H -0.87999 -0.27835 3.09790
C 3.31720 0.95529 -0.10342
As 1.54857 1.15190 -0.84067
C 1.37469 3.04299 -1.17595
C 1.64099 0.37073 -2.59779
H 4.03959 1.34105 -0.82336
H 3.51364 -0.09793 0.08679
H 3.38762 1.51364 0.82849
H 2.18189 3.34973 -1.84061
H 1.43852 3.59070 -0.23789
H 0.41205 3.23996 -1.64287
H 2.28090 1.00281 -3.21354
H 0.64198 0.31661 -3.02469
H 2.05041 -0.63295 -2.52390
F 3.82941 -4.71563 -2.94518
C 2.51808 -4.62773 -2.73594
C 2.01656 -4.41970 -1.51788
N 0.65463 -4.34407 -1.29805
C 0.15089 -3.94569 -0.00792
C 0.18636 -2.44748 0.17629
O -0.09271 -1.93738 1.30249
O 0.45530 -1.68149 -0.79003
C -0.26297 -4.45173 -2.33292
O -1.45427 -4.33371 -2.16475
N 0.29664 -4.69467 -3.57005
C 1.64613 -4.78045 -3.90839
O 2.01530 -4.95371 -5.03958
H 2.65491 -4.31818 -0.65099
H 0.70031 -4.43788 0.79496
H -0.89535 -4.25194 0.05751
H -0.36076 -4.79773 -4.33123
C -4.45803 4.12286 1.21565
S -3.83899 4.62973 2.83068
C -2.12853 4.52140 2.82541
C -1.23897 3.72895 2.06436
S -1.63275 2.62962 0.85800
S 0.42747 3.88410 2.52163
C 0.25586 5.00139 3.84874
S 1.47882 5.57379 4.73008
S -1.40767 5.48296 4.07073
H -5.50679 4.41456 1.25419
H -4.37466 3.05399 1.06537
H -3.95850 4.66801 0.42090
*
```

Computed properties:
Kohn-Sham gap (alpha / beta) (eV): 7.391 / 5.176
E_HOMO (alpha / beta) (eV): -10.731 / -11.364

=====

(2)
Below is 2 unconnected molecules or ions with the total composition C30H60IN4O3S in a non-equilibrium geometry, with properties calculated with ωB97M-V with the def2-TZVPD basis set.

Geometry as ORCA input:
```
! RIJCOSX wB97M-V def2-TZVPD def2/J DEFGRID3
* xyz 1 1
C -3.83024 -1.77372 3.21588
C -4.06439 -0.27666 3.03720
C -2.83164 0.53154 2.55017
O -1.81441 -0.24240 1.92433
C -2.13982 -0.65509 0.62671
C -1.20529 0.03789 -0.38938
N -0.83531 -0.88778 -1.48615
C 0.26193 -0.34922 -2.37924
C 0.64900 -1.52446 -3.27798
C -0.37961 -1.83205 -4.37286
C -0.50039 -3.32233 -4.62840
N -1.43274 -3.87080 -3.61350
C -0.34402 0.85340 -3.09732
C 0.63342 1.38070 -4.17181
C 1.83086 2.18377 -3.63930
C 2.93367 1.35233 -2.93851
C 4.29767 2.03888 -3.12832
C 5.19704 1.83689 -1.89465
C 5.76053 0.39411 -1.92820
C 6.90329 0.17669 -0.91412
C 6.35814 -0.47046 0.36957
C 6.24980 -1.98935 0.19498
C 7.61806 -2.67810 0.18476
O 7.57509 -3.73580 -0.76603
C 8.10207 -4.95392 -0.26199
C -0.70375 1.91787 -2.02829
I -1.35431 3.71281 -3.01674
C -1.67508 1.44402 -0.88901
C -3.16210 1.47201 -1.24565
C -3.66438 0.37032 -2.14848
N -4.83234 -0.03676 -1.96204
N -1.33123 2.31672 0.28299
C -1.98407 3.29374 0.47526
S -2.84203 4.55901 0.71002
H -3.21484 -2.23030 2.44611
H -3.44463 -2.01911 4.19935
H -4.80421 -2.25875 3.16491
H -4.32803 0.13115 4.01140
H -4.89926 -0.03350 2.37967
H -2.36768 0.97934 3.42375
H -3.18616 1.36544 1.94190
H -1.89345 -1.72690 0.58161
H -3.20130 -0.58133 0.39338
H -0.28807 0.25106 0.15408
H -1.61282 -1.23525 -2.05340
H -0.43415 -1.72071 -1.04331
H 1.05718 -0.05754 -1.70116
H 1.63655 -1.39528 -3.70000
H 0.70398 -2.42270 -2.65421
H -1.38096 -1.47531 -4.12789
H -0.10013 -1.34818 -5.30577
H 0.45216 -3.84658 -4.63667
H -0.94816 -3.49404 -5.61025
H -2.34593 -3.49538 -3.85296
H -1.52410 -4.87675 -3.71686
H -1.24472 0.58558 -3.64258
H 0.10249 1.97679 -4.90520
H 1.05343 0.55216 -4.73828
H 2.29583 2.65391 -4.50472
H 1.55901 2.99943 -2.97415
H 2.73150 1.40591 -1.86400
H 2.93905 0.30362 -3.22831
H 4.13600 3.11164 -3.23217
H 4.82881 1.64086 -3.98828
H 6.01517 2.55437 -1.87767
H 4.63251 1.93355 -0.96407
H 4.91272 -0.27695 -1.77411
H 6.12492 0.24488 -2.94535
H 7.63286 -0.46882 -1.38981
H 7.31836 1.15652 -0.69252
H 5.39495 -0.04641 0.64017
H 7.08886 -0.27674 1.15685
H 5.65701 -2.41351 1.00498
H 5.76592 -2.22175 -0.75187
H 8.40695 -1.97720 -0.10139
H 7.85244 -3.05835 1.17916
H 7.65358 -5.21322 0.69851
H 7.87551 -5.72627 -0.99282
H 9.19035 -4.88123 -0.17709
H 0.22309 2.16979 -1.52159
H -3.49865 2.41635 -1.66665
H -3.71125 1.34703 -0.31619
H -3.06936 -0.11028 -2.93237
H -5.06814 -0.77013 -2.63116
C -5.92122 3.41814 5.79091
C -6.41887 1.98288 5.74799
O -5.60045 1.07466 6.46544
C -5.45173 1.33037 7.85350
C -6.75944 1.31626 8.62536
H -4.90339 3.48062 5.40076
H -6.56737 4.05970 5.19049
H -5.90866 3.81628 6.80582
H -6.41723 1.63885 4.71220
H -7.45520 1.91933 6.09549
H -4.91731 2.27363 8.01031
H -4.80351 0.54014 8.23310
H -7.44399 2.09544 8.28798
H -6.57073 1.47512 9.68738
H -7.26484 0.35737 8.50077
*
```

Computed properties:
Kohn-Sham gap (eV): 8.683
E_HOMO (eV): -11.162

=====

(3)
Below is a molecular structure, C42H62N5O3V in a non-equilibrium geometry, with properties calculated with ωB97M-V with the def2-TZVPD basis set.

Geometry as ORCA input:
```
! RIJCOSX wB97M-V def2-TZVPD def2/J DEFGRID3
* xyz -1 4
V -0.08915 1.87412 -0.42628
C 0.40393 4.82980 -0.40102
N -0.71637 3.92824 -0.15301
C -1.83125 4.32316 -1.00419
C -1.12400 3.99230 1.25000
C -1.67543 2.64921 1.72816
N -0.70155 1.58349 1.54740
C 0.38690 1.69619 2.52727
C 1.59139 0.86316 2.17919
C 2.09217 -0.07184 3.06068
C 3.27844 -0.74816 2.80674
C 3.95235 -0.42730 1.62960
C 3.50146 0.51249 0.71904
C 2.26694 1.18358 0.97020
O 1.78921 2.08374 0.18785
C 4.29450 0.87802 -0.53205
C 4.56865 2.38907 -0.51586
C 3.48142 0.52633 -1.78433
C 5.64470 0.16061 -0.64208
C 3.82487 -1.72850 3.83771
C 2.73029 -2.72822 4.23655
C 4.26537 -0.94185 5.08270
C 5.02559 -2.53098 3.32783
C -1.33069 0.28584 1.75055
C -2.19645 -0.30962 0.65618
C -2.75247 -1.53141 0.98581
C -3.57385 -2.24105 0.12204
C -3.85608 -1.64418 -1.10444
C -3.33958 -0.42150 -1.48890
C -2.44711 0.27861 -0.61231
O -1.92584 1.40198 -0.95884
C -3.70217 0.20493 -2.83667
C -2.44909 0.46081 -3.68829
C -4.64821 -0.66541 -3.67284
C -4.41205 1.54600 -2.59103
C -4.13491 -3.58760 0.55537
C -2.99858 -4.49787 1.04738
C -4.85179 -4.31425 -0.58698
C -5.14662 -3.36432 1.69000
H 0.18009 5.84835 -0.05520
H 1.29214 4.44615 0.09886
H 0.60625 4.86357 -1.46934
H -2.13163 5.35998 -0.79347
H -1.53812 4.23892 -2.04874
H -2.67324 3.65864 -0.83102
H -0.25436 4.26967 1.85354
H -1.88956 4.77251 1.40238
H -1.98473 2.73933 2.79035
H -2.55847 2.39597 1.13509
H 0.71552 2.74033 2.56448
H 0.01625 1.42564 3.53592
H 1.54321 -0.24958 3.97866
H 4.88149 -0.93034 1.41863
H 3.62716 2.93083 -0.53332
H 5.12033 2.66196 0.38330
H 5.15255 2.67333 -1.38982
H 2.47798 0.93855 -1.71177
H 3.95691 0.93483 -2.67409
H 3.41553 -0.55515 -1.89621
H 6.30288 0.42000 0.18484
H 5.52588 -0.92055 -0.67567
H 6.12239 0.47359 -1.56785
H 1.88369 -2.22202 4.69162
H 2.37508 -3.26486 3.35901
H 3.11755 -3.44923 4.95594
H 3.42358 -0.40756 5.51670
H 4.67461 -1.61525 5.83611
H 5.02770 -0.21186 4.81713
H 4.77096 -3.07297 2.42015
H 5.87645 -1.88524 3.12616
H 5.32792 -3.25524 4.08395
H -0.51520 -0.41794 1.94687
H -1.94693 0.32928 2.67614
H -2.52102 -1.94037 1.96208
H -4.49588 -2.16609 -1.79188
H -1.96562 -0.48000 -3.95072
H -2.73639 0.96802 -4.60753
H -1.74424 1.09479 -3.15354
H -4.19982 -1.62924 -3.90156
H -5.59702 -0.82125 -3.16251
H -4.85406 -0.16208 -4.61659
H -3.74466 2.23247 -2.08253
H -4.71562 1.99584 -3.53569
H -5.30048 1.39220 -1.97973
H -2.27567 -4.64811 0.24818
H -2.47950 -4.06833 1.89978
H -3.39160 -5.47052 1.34435
H -4.17435 -4.46902 -1.42447
H -5.20010 -5.28890 -0.24491
H -5.71565 -3.74782 -0.92810
H -4.68372 -2.85473 2.53107
H -5.96878 -2.74714 1.33476
H -5.55310 -4.31134 2.04325
C 0.59653 -3.19516 -0.61421
C -0.24879 -2.64649 -1.76668
C 0.27306 -1.21475 -1.86877
O 0.47163 -0.80930 -0.52923
C 1.01608 -1.92441 0.15483
H 1.48066 -3.71098 -0.99084
H 0.03462 -3.88845 0.00988
H -1.30332 -2.63075 -1.49580
H -0.10979 -3.20623 -2.68945
H -0.42641 -0.51312 -2.31514
H 1.22523 -1.18612 -2.41491
H 0.63152 -1.91864 1.18001
H 2.11086 -1.83755 0.20211
N 0.42571 2.26183 -2.15052
C 0.93917 2.77360 -3.07029
C 1.49584 3.43092 -4.14469
C 1.03636 4.70775 -4.44353
N 0.64234 5.77607 -4.65257
C 2.52807 2.87227 -4.88858
N 3.38107 2.41987 -5.52375
*
```

Computed properties:
Kohn-Sham gap (alpha / beta) (eV): 5.619 / 7.163
E_HOMO (alpha / beta) (eV): -3.412 / -4.957